Record 1
{
  "formula": "C4H14NO3",
  "method": "the ωB97M-V functional and the def2-TZVPD basis",
  "species": ["C", "O", "C", "C", "C", "O", "N", "H", "H", "H", "H", "H", "H", "H", "H", "H", "H", "H", "H", "H", "H", "O"],
  "positions_angstrom": [[1.182, 0.513, 0.509], [2.036, 0.956, -0.551], [-0.284, 0.430, -0.108], [-1.228, -0.093, 1.075], [-2.676, -0.231, 0.590], [-2.903, 0.834, -0.307], [-0.516, -0.523, -1.081], [1.665, -0.497, 0.736], [1.195, 1.018, 1.514], [1.569, 0.751, -1.361], [-0.332, 1.472, -0.484], [-0.754, -1.093, 1.174], [-1.056, 0.470, 1.992], [-2.817, -1.211, 0.108], [-3.373, -0.090, 1.465], [-3.707, 0.767, -0.834], [4.680, 2.022, -0.398], [-0.787, -0.177, -2.023], [5.274, 2.389, -0.146], [1.371, -3.225, -0.896], [0.318, -2.021, -0.612], [1.142, -2.460, -0.363]],
  "atomic_forces_ev_per_a": [[3.332, -3.004, 0.751], [-1.386, 1.138, 1.431], [-0.387, 0.967, -2.597], [0.459, -1.928, 0.208], [-0.722, 0.542, 0.704], [0.503, 0.182, -0.658], [-0.007, 1.243, 1.334], [-1.719, 0.649, -0.169], [-0.156, 0.612, -1.597], [0.611, -0.035, -0.453], [-0.776, -0.460, 0.319], [-0.731, 0.372, 0.666], [0.024, 0.407, -0.341], [-0.069, 0.285, 0.276], [0.785, -0.492, -0.594], [-0.174, -0.297, 0.314], [0.023, 0.017, 0.013], [0.308, 0.269, 0.445], [-0.020, -0.014, -0.009], [-0.397, 0.025, -0.285], [0.010, -0.969, -0.482], [0.489, 0.491, 0.723]],
  "lumo_energy_ev": -8.863,
  "total_charge": 1,
  "gap_ev": 6.257,
  "homo_ev": -15.12
}

Record 2
{
  "formula": "C7H11Br2N2O3",
  "method": "the ωB97M-V functional and the def2-TZVPD basis",
  "species": ["C", "C", "C", "C", "C", "C", "C", "N", "N", "O", "O", "O", "Br", "Br", "H", "H", "H", "H", "H", "H", "H", "H", "H", "H", "H"],
  "positions_angstrom": [[0.605, -1.149, -0.366], [0.343, 1.937, 0.321], [1.707, -0.278, 0.241], [-1.081, 1.350, 0.266], [-2.904, 0.178, 1.292], [0.767, -2.608, -0.664], [2.953, 0.078, -0.712], [-0.541, -0.680, -0.697], [1.171, 0.898, 0.943], [-1.506, -1.274, -1.179], [2.061, 1.370, 1.746], [-1.574, 0.799, 1.321], [2.371, -3.337, 0.150], [3.953, 1.542, 0.108], [0.580, 2.238, -0.705], [0.174, 2.733, 1.081], [2.206, -0.817, 1.051], [-1.778, 1.683, -0.510], [-3.757, 0.875, 0.996], [-3.217, -0.390, 2.237], [-2.829, -0.597, 0.547], [0.826, -2.703, -1.691], [0.048, -3.179, -0.139], [2.659, 0.414, -1.709], [3.562, -0.747, -0.803]],
  "atomic_forces_ev_per_a": [[0.921, -0.182, -0.067], [-3.458, -0.951, 1.443], [-1.202, -1.063, 0.281], [0.217, -1.735, -1.242], [-1.790, -0.554, -0.073], [1.465, 0.769, 2.342], [-1.927, 3.050, 0.275], [-0.238, 3.069, 0.770], [4.458, 2.363, 0.358], [-0.015, -0.531, -0.299], [-2.641, -1.306, -1.543], [-0.285, 0.435, 1.405], [0.464, -0.076, -0.164], [-0.047, -0.590, -0.436], [0.697, -0.047, 0.379], [1.028, -0.008, -0.731], [-0.280, -0.212, -0.099], [0.289, -0.133, -0.028], [1.506, -0.466, 0.475], [1.234, 1.488, -0.879], [-0.083, -0.146, -0.391], [-0.138, -0.887, -2.036], [-1.256, -0.451, -0.249], [-0.179, 0.055, 0.297], [1.261, -1.890, 0.211]],
  "lumo_energy_ev": [-6.535, -7.517],
  "total_charge": 1,
  "gap_ev": [5.890, 3.805],
  "homo_ev": [-12.42, -11.32]
}

Record 3
{
  "formula": "C34H47AsF5NO6RuTe",
  "method": "the ωB97M-V functional and the def2-TZVPD basis",
  "species": ["Ru", "C", "C", "O", "C", "C", "O", "C", "C", "O", "C", "C", "O", "C", "C", "O", "H", "H", "H", "H", "H", "H", "H", "H", "H", "H", "H", "H", "H", "H", "H", "H", "H", "H", "H", "H", "C", "C", "C", "C", "C", "C", "As", "N", "C", "C", "C", "C", "C", "C", "C", "C", "C", "C", "C", "C", "C", "C", "C", "C", "C", "C", "H", "H", "H", "H", "H", "H", "H", "H", "H", "H", "H", "H", "H", "H", "H", "H", "H", "H", "H", "H", "H", "H", "H", "H", "H", "H", "H", "F", "Te", "F", "F", "F", "F", "O"],
  "positions_angstrom": [[-0.919, 0.808, -1.400], [0.336, 3.468, 0.044], [1.331, 3.082, -1.025], [0.567, 2.552, -2.108], [1.331, 2.295, -3.286], [0.490, 1.415, -4.175], [0.292, 0.223, -3.421], [-0.476, -0.817, -4.025], [-0.413, -1.985, -3.052], [-0.523, -1.468, -1.724], [-0.085, -2.363, -0.692], [0.561, -1.630, 0.507], [0.128, -0.257, 0.435], [0.564, 0.562, 1.515], [-0.411, 1.713, 1.595], [-0.536, 2.373, 0.328], [-0.295, 4.278, -0.322], [0.850, 3.797, 0.949], [2.040, 2.321, -0.679], [1.886, 3.965, -1.354], [2.252, 1.770, -3.015], [1.581, 3.237, -3.780], [1.017, 1.194, -5.107], [-0.472, 1.884, -4.407], [-0.030, -1.115, -4.978], [-1.499, -0.479, -4.199], [0.546, -2.501, -3.143], [-1.226, -2.686, -3.256], [0.647, -3.058, -1.108], [-0.948, -2.928, -0.340], [2.265, -2.142, 1.553], [0.122, -2.045, 1.417], [1.592, 0.895, 1.340], [0.545, -0.004, 2.452], [-0.110, 2.432, 2.360], [-1.411, 1.342, 1.818], [7.165, -5.941, 4.705], [5.882, -5.164, 4.623], [4.667, -5.741, 4.970], [3.470, -5.042, 4.887], [2.190, -5.727, 5.280], [3.487, -3.715, 4.432], [1.870, -2.657, 4.291], [1.959, -1.789, 0.657], [2.917, -1.725, -0.353], [4.159, -2.337, -0.168], [5.119, -2.279, -1.162], [4.862, -1.631, -2.364], [3.630, -1.024, -2.548], [2.667, -1.052, -1.547], [0.584, -3.729, 3.281], [0.835, -4.589, 2.196], [2.197, -4.959, 1.663], [-0.244, -5.146, 1.506], [-1.561, -4.873, 1.831], [-2.703, -5.485, 1.070], [-1.799, -4.013, 2.899], [-0.763, -3.449, 3.625], [-1.118, -2.552, 4.785], [4.712, -3.093, 4.135], [4.810, -1.644, 3.722], [5.884, -3.834, 4.219], [7.002, -6.932, 5.126], [7.897, -5.424, 5.326], [7.607, -6.065, 3.714], [4.651, -6.766, 5.325], [2.399, -6.661, 5.799], [1.573, -5.958, 4.408], [1.588, -5.100, 5.941], [4.361, -2.874, 0.752], [6.075, -2.760, -1.003], [5.613, -1.599, -3.141], [3.411, -0.515, -3.479], [1.724, -0.549, -1.694], [3.018, -4.498, 2.200], [2.275, -4.679, 0.610], [2.336, -6.041, 1.714], [-0.032, -5.816, 0.677], [-2.349, -6.060, 0.215], [-3.394, -4.720, 0.709], [-3.277, -6.156, 1.711], [-2.822, -3.789, 3.183], [-2.198, -2.512, 4.916], [-0.761, -1.530, 4.638], [-0.676, -2.907, 5.717], [4.087, -1.015, 4.243], [4.642, -1.511, 2.650], [5.805, -1.258, 3.943], [6.827, -3.353, 3.984], [-3.141, 0.235, -2.753], [-3.947, 1.387, -1.440], [-4.853, 2.090, -2.874], [-5.351, 0.218, -1.201], [-4.736, 2.684, -0.395], [-2.543, 2.597, -1.954], [-2.823, 0.694, -0.206]],
  "atomic_forces_ev_per_a": [[0.227, -0.009, 0.398], [-0.019, 0.029, -0.005], [0.007, -0.023, -0.002], [0.030, 0.009, -0.005], [-0.029, -0.021, -0.041], [0.025, 0.022, -0.039], [-0.103, 0.010, 0.061], [0.031, -0.069, -0.004], [0.058, -0.012, -0.036], [-0.021, 0.052, -0.024], [-0.045, 0.003, 0.032], [-0.156, -0.134, 0.075], [0.178, 0.073, -0.058], [-0.009, -0.007, 0.025], [-0.040, 0.032, 0.030], [0.088, -0.036, -0.023], [0.005, 0.001, 0.015], [0.013, -0.016, -0.010], [-0.004, 0.007, 0.003], [-0.002, -0.006, 0.006], [0.009, 0.014, -0.006], [-0.027, -0.005, -0.005], [0.000, -0.008, 0.017], [0.009, 0.007, 0.004], [-0.019, 0.004, 0.001], [0.005, 0.016, 0.019], [0.007, 0.034, 0.007], [0.031, -0.022, 0.006], [-0.005, 0.007, -0.004], [-0.013, -0.005, 0.018], [-0.053, -0.016, -0.061], [-0.022, -0.013, -0.007], [-0.015, -0.002, 0.000], [-0.001, 0.008, -0.008], [-0.003, -0.007, -0.001], [0.008, -0.003, 0.008], [-0.002, -0.001, 0.001], [-0.012, 0.000, 0.011], [0.014, -0.012, 0.001], [-0.051, -0.031, -0.086], [-0.004, -0.043, 0.002], [-0.049, 0.000, -0.048], [0.086, 0.036, -0.094], [0.033, 0.049, 0.001], [-0.005, 0.040, 0.018], [-0.031, -0.013, -0.029], [0.013, -0.023, 0.012], [-0.005, 0.018, 0.001], [-0.005, 0.003, -0.008], [0.031, -0.039, -0.021], [-0.038, -0.025, -0.002], [-0.029, 0.058, 0.011], [0.003, -0.009, 0.030], [-0.008, 0.030, -0.011], [-0.008, 0.003, -0.025], [-0.011, -0.009, 0.004], [0.005, -0.002, 0.002], [0.029, -0.005, -0.008], [-0.007, 0.023, -0.005], [0.054, -0.004, 0.008], [-0.013, 0.007, -0.016], [-0.023, 0.015, 0.032], [-0.002, -0.002, 0.001], [0.002, 0.005, 0.001], [0.003, 0.001, -0.004], [-0.001, -0.005, 0.002], [0.004, -0.001, 0.014], [0.021, -0.012, 0.038], [-0.004, 0.002, -0.003], [-0.004, -0.003, 0.022], [0.002, 0.002, 0.004], [-0.002, -0.004, -0.006], [0.003, 0.010, 0.001], [-0.050, 0.042, -0.013], [0.057, 0.054, 0.065], [0.005, -0.003, 0.001], [0.032, 0.001, 0.035], [0.000, -0.009, -0.004], [0.001, -0.001, -0.002], [0.015, 0.002, 0.007], [-0.003, -0.009, -0.001], [-0.003, 0.002, -0.003], [-0.005, 0.000, -0.003], [-0.002, -0.007, 0.002], [-0.012, -0.003, 0.007], [0.013, -0.008, 0.018], [-0.027, -0.002, 0.000], [0.006, -0.005, -0.020], [0.006, 0.002, -0.001], [-0.242, 0.120, -0.048], [0.193, -0.250, -0.039], [-0.092, 0.048, -0.028], [0.008, 0.017, -0.028], [0.014, -0.004, -0.006], [-0.099, 0.071, -0.132], [0.051, -0.036, -0.042]],
  "lumo_energy_ev": [-2.844, -3.371],
  "total_charge": 1,
  "gap_ev": [6.746, 7.228],
  "homo_ev": [-9.59, -10.60],
  "spin_multiplicity": 6
}

Record 4
{
  "formula": "CH2FIO2S",
  "method": "the ωB97M-V functional and the def2-TZVPD basis",
  "species": ["C", "O", "O", "F", "S", "I", "H", "H"],
  "positions_angstrom": [[-2.659, 0.451, 0.022], [2.246, -1.951, 0.370], [1.285, 0.233, -0.209], [-1.881, 1.500, 0.070], [2.323, -0.749, -0.424], [4.569, 0.374, 0.155], [-2.685, -0.159, 0.907], [-3.197, 0.300, -0.893]],
  "atomic_forces_ev_per_a": [[-0.591, -0.858, 0.056], [0.310, 0.235, -0.627], [0.641, -0.306, -0.536], [0.738, 1.022, 0.030], [-1.350, -0.114, 1.162], [0.392, 0.180, 0.003], [-0.038, -0.092, 0.032], [-0.101, -0.068, -0.121]],
  "lumo_energy_ev": [-1.036, -3.693],
  "total_charge": 0,
  "gap_ev": [9.355, 4.403],
  "homo_ev": [-10.39, -8.10]
}

In kcal/mol, the relative energy (zero: lowest compared OMol25 entry of this formula, charge and spin) values for the records above are, in order, 180.1, 0.0, 0.0, 43.3.
In Eh, the total energy values for the records above are, in order, -440.77143, -5756.02180, -4927.67954, -985.39743.